Entry from the Open Molecules 2025 dataset: a structure of composition C16H14AsF6I2N3OSTi (the ωB97M-V functional and the def2-TZVPD basis).

For the lowest unoccupied orbital energy (alpha / beta), the calculation gives -3.57 / -6.00 eV. The multiplicity is 2. The value obtained for the energy relative to the best compared isomer or geometry (same formula, charge and spin) is 0.0 kJ/mol. As for the expectation value of S²: 0.7798. Its net charge is +1. As for the HOMO-LUMO gap (alpha / beta): 0.2997 / 0.2291 Eh. The strongest force on any atom is 0.014 Eh/bohr. As for the molar mass: 786.96 g mol⁻¹.

Structure (XYZ):
```
45
Properties=species:S:1:pos:R:3:lowdin_charge:R:1
Ti 1.202 -0.286 0.623 1.15
I -2.613 2.881 -5.576 1.03
C -1.548 2.376 -3.885 -0.70
C -0.997 3.384 -3.085 -0.21
C -0.292 3.045 -1.962 -0.61
I 0.521 4.478 -0.724 1.07
C -0.091 1.650 -1.600 -0.36
O 0.557 1.372 -0.569 -0.11
C -0.681 0.639 -2.447 -0.11
C -0.446 -0.813 -2.149 -0.12
N -0.524 -1.150 -0.715 -0.10
C -1.872 -0.964 -0.149 -0.10
C -1.903 0.252 0.731 -0.25
C -3.010 1.071 0.852 0.01
C -2.946 2.148 1.725 -0.02
C -1.783 2.365 2.448 -0.02
C -0.717 1.504 2.267 -0.08
N -0.782 0.464 1.427 0.02
C -1.392 1.013 -3.548 -0.08
H -1.134 4.422 -3.353 0.09
H 0.548 -1.100 -2.495 0.14
H -1.182 -1.399 -2.707 0.14
H -0.279 -2.131 -0.649 0.11
H -2.121 -1.835 0.462 0.14
H -2.628 -0.894 -0.934 0.14
H -3.902 0.872 0.273 0.13
H -3.793 2.811 1.838 0.12
H -1.696 3.195 3.133 0.12
H 0.221 1.629 2.792 0.13
H -1.840 0.261 -4.185 0.11
S 2.007 -4.864 1.281 1.11
C 1.141 -4.245 2.618 -0.35
C 0.801 -2.954 2.394 -0.21
N 1.205 -2.464 1.173 -0.15
C 1.860 -3.377 0.491 -0.47
H 0.942 -4.841 3.492 0.08
H 0.288 -2.301 3.081 0.12
H 2.295 -3.174 -0.476 0.09
F 1.423 -0.321 2.415 -0.38
As 4.485 -0.803 1.321 1.19
F 5.638 -2.023 1.756 -0.37
F 4.908 0.268 2.589 -0.32
F 5.494 -0.053 0.155 -0.33
F 2.569 0.902 0.680 -0.41
F 2.065 -1.010 -0.808 -0.39
```

Entry from the Open Molecules 2025 dataset: a structure of composition C16H14BClIrO2 (the ωB97M-V functional and the def2-TZVPD basis).

For the lowest unoccupied orbital energy (alpha / beta), the calculation gives 0.27 / -2.36 eV. The multiplicity is 6. The value obtained for the energy relative to the best compared isomer or geometry (same formula, charge and spin) is 57.5 kJ/mol. As for the expectation value of S²: 8.7998. Its net charge is 0. As for the HOMO-LUMO gap (alpha / beta): 0.1601 / 0.2154 Eh. The strongest force on any atom is 0.100 Eh/bohr. As for the molar mass: 476.77 g mol⁻¹.

Structure (XYZ):
```
35
Properties=species:S:1:pos:R:3:lowdin_charge:R:1
C -3.265 -0.919 -0.261 -0.22
C -2.200 -1.204 -1.205 -0.19
C -1.456 0.026 -1.413 -0.21
H -2.005 -2.174 -1.688 0.12
C -2.005 1.042 -0.556 -0.24
C -3.145 0.464 0.187 -0.23
H -3.788 1.016 0.881 0.12
H -4.011 -1.650 0.052 0.11
H -0.627 0.185 -2.114 0.10
H -1.597 2.067 -0.438 0.12
Ir -1.354 -0.530 0.746 1.12
Cl 0.111 -1.713 2.051 0.36
C 3.368 0.308 -0.329 -0.10
C 2.754 1.491 -0.867 -0.05
C 2.283 1.196 -2.199 -0.12
H 2.501 2.409 -0.312 0.11
C 2.512 -0.181 -2.434 -0.11
C 3.205 -0.723 -1.306 -0.08
H 3.718 -1.691 -1.315 0.10
H 3.753 0.189 0.688 0.09
H 1.751 1.848 -2.875 0.08
H 2.074 -0.814 -3.231 0.11
O -1.586 0.181 3.751 0.11
B -0.734 0.216 2.586 -0.92
O 0.357 1.104 2.825 0.09
C 0.239 1.464 4.130 -0.22
C 1.212 1.966 4.976 -0.05
C 0.953 2.126 6.334 -0.10
C -0.305 1.796 6.837 -0.09
C -1.296 1.262 5.997 -0.02
C -0.977 0.993 4.662 -0.21
H 2.172 2.189 4.509 0.11
H 1.732 2.523 6.989 0.11
H -0.531 1.952 7.905 0.11
H -2.307 1.079 6.343 0.10
```

Entry from the Open Molecules 2025 dataset: a structure of composition C16H14BrN2O3Pt (the ωB97M-V functional and the def2-TZVPD basis).

For the lowest unoccupied orbital energy (alpha / beta), the calculation gives -3.95 / -6.38 eV. The multiplicity is 5. The value obtained for the energy relative to the best compared isomer or geometry (same formula, charge and spin) is 22.8 kJ/mol. As for the expectation value of S²: 6.0390. Its net charge is +1. As for the HOMO-LUMO gap (alpha / beta): 0.2850 / 0.2000 Eh. The strongest force on any atom is 0.003 Eh/bohr. As for the molar mass: 557.28 g mol⁻¹.

Structure (XYZ):
```
37
Properties=species:S:1:pos:R:3:lowdin_charge:R:1
Pt -2.477 -1.496 -1.004 1.06
O -2.370 2.492 2.632 0.05
C -2.632 2.932 1.357 -0.27
C -2.372 4.226 0.933 0.00
C -2.634 4.578 -0.382 -0.05
C -3.133 3.643 -1.277 -0.06
C -3.383 2.346 -0.856 -0.02
C -3.131 1.994 0.461 -0.08
C -3.386 0.557 1.023 -0.39
O -3.972 -0.160 0.064 -0.06
N -2.177 -0.057 1.551 0.03
N -1.398 -0.679 0.606 -0.17
C -0.140 -0.818 0.842 -0.15
C 0.799 -1.511 0.003 -0.58
Br 0.136 -2.230 -1.624 0.89
C 2.094 -1.578 0.363 -0.05
C 3.251 -2.202 -0.258 -0.23
C 4.497 -1.619 0.003 -0.02
C 5.648 -2.135 -0.564 -0.06
C 5.573 -3.265 -1.367 -0.05
C 4.348 -3.878 -1.597 -0.06
C 3.191 -3.351 -1.053 -0.05
H -2.401 3.224 3.258 0.13
H -1.967 4.947 1.632 0.12
H -2.441 5.591 -0.708 0.12
H -3.336 3.922 -2.301 0.11
H -3.792 1.620 -1.544 0.12
H -4.075 0.703 1.873 0.19
H -1.668 0.548 2.187 0.13
H 0.269 -0.396 1.758 0.15
H 2.319 -1.033 1.277 0.13
H 4.556 -0.748 0.643 0.12
H 6.602 -1.666 -0.371 0.11
H 6.473 -3.679 -1.802 0.11
H 4.296 -4.777 -2.197 0.11
H 2.255 -3.864 -1.213 0.07
O -3.419 -2.182 -2.346 -0.40
```

Entry from the Open Molecules 2025 dataset: a structure of composition C16H14BrN3O3S (the ωB97M-V functional and the def2-TZVPD basis).

For the lowest unoccupied orbital energy, the calculation gives -0.55 eV. The multiplicity is 1. The value obtained for the energy relative to the best compared isomer or geometry (same formula, charge and spin) is 1333.4 kJ/mol. Its net charge is 0. As for the HOMO-LUMO gap: 0.2977 Eh. The strongest force on any atom is 0.306 Eh/bohr. As for the molar mass: 408.28 g mol⁻¹.

Structure (XYZ):
```
38
Properties=species:S:1:pos:R:3:lowdin_charge:R:1
C -5.562 0.490 2.013 -0.10
C -4.745 0.389 3.252 -0.10
H -4.887 -0.686 3.539 0.12
H -4.954 1.053 3.993 0.07
O -3.218 0.866 2.844 -0.08
C -2.456 -0.319 2.278 -0.33
O -2.797 -1.497 2.065 0.07
C -1.213 0.213 1.889 -0.18
C -0.751 1.466 2.176 -0.03
C 0.570 1.836 2.047 0.06
C 1.330 0.739 1.319 -0.11
C 0.974 -0.427 0.981 -0.10
C -0.194 -0.586 1.441 -0.02
H -0.712 -1.845 1.222 0.23
H 1.683 -1.039 0.666 0.11
N 2.857 1.182 1.236 0.08
C 3.779 0.902 0.425 -0.88
S 5.355 1.087 0.542 0.72
N 3.084 0.170 -0.816 0.09
C 2.127 0.304 -1.530 -0.48
O 1.308 1.315 -1.326 -0.02
C 2.044 -0.583 -2.839 -0.15
C 2.469 -1.755 -2.967 -0.20
C 2.392 -2.484 -4.123 -0.69
C 1.453 -1.575 -5.386 -0.01
N 1.063 -0.438 -4.987 0.01
C 1.434 0.272 -3.814 0.01
H 0.709 1.105 -3.861 0.13
H 1.580 -2.247 -6.110 0.03
Br 3.072 -4.071 -4.339 0.87
H 2.958 -2.161 -2.210 0.07
H 4.016 -0.223 -1.375 0.20
H 3.073 1.966 1.853 0.14
H 1.007 2.868 2.248 0.14
H -1.354 2.154 2.721 0.11
H -6.757 0.224 2.174 0.16
H -5.329 -0.008 1.047 0.10
H -5.410 1.343 1.713 -0.04
```

Entry from the Open Molecules 2025 dataset: a cluster of 3 separate species, C16H14BrN4OPS2 in total (the ωB97M-V functional and the def2-TZVPD basis).

As for the SMILES: OP(Br)c1c(S)ccc2nsnc12.c1ccncc1.c1ccncc1. For the lowest unoccupied orbital energy, the calculation gives -1.97 eV. The multiplicity is 1. Its net charge is 0. As for the HOMO-LUMO gap: 0.2564 Eh. The strongest force on any atom is 0.117 Eh/bohr. As for the molar mass: 453.33 g mol⁻¹.

Structure (XYZ):
```
39
Properties=species:S:1:pos:R:3:lowdin_charge:R:1
O -0.686 -4.300 -1.899 -0.40
P -0.195 -2.687 -2.201 0.56
Br -2.089 -1.450 -2.635 0.18
C 0.470 -1.879 -0.600 -0.36
C 1.697 -0.907 -0.585 -0.52
S 2.594 -0.554 -2.190 0.63
C 2.213 -0.204 0.753 -0.04
C 1.428 -0.535 2.072 0.01
C 0.211 -1.527 2.081 -0.25
N -0.623 -1.916 3.199 -0.27
S -1.787 -2.986 2.567 0.94
N -1.440 -3.130 0.886 -0.25
C -0.300 -2.226 0.750 -0.28
H -1.607 -4.267 -1.543 0.03
H 1.846 0.459 -2.784 -0.11
H 3.089 0.529 0.742 0.10
H 1.741 -0.046 3.070 0.11
C -4.072 0.024 5.885 -0.08
C -3.018 -0.572 5.210 -0.08
C -1.759 -0.012 5.331 -0.16
N -1.494 1.083 6.064 0.05
C -2.533 1.643 6.708 -0.16
C -3.829 1.155 6.652 -0.08
H -5.074 -0.387 5.814 0.10
H -3.169 -1.454 4.601 0.06
H -0.906 -0.446 4.824 0.06
H -2.293 2.526 7.291 0.10
H -4.628 1.647 7.193 0.10
C 2.621 0.890 -6.277 -0.09
C 3.479 1.687 -5.532 -0.09
C 3.155 3.024 -5.369 -0.16
N 2.059 3.597 -5.893 0.05
C 1.247 2.804 -6.610 -0.15
C 1.481 1.456 -6.829 -0.08
H 2.840 -0.162 -6.427 0.11
H 4.379 1.279 -5.088 0.10
H 3.792 3.687 -4.792 0.10
H 0.371 3.293 -7.024 0.10
H 0.789 0.863 -7.415 0.10
```

Entry from the Open Molecules 2025 dataset: a structure of composition C16H14Cl2HgO5S (the ωB97M-V functional and the def2-TZVPD basis).

For the lowest unoccupied orbital energy (alpha / beta), the calculation gives 2.49 / 2.35 eV. The multiplicity is 2. The value obtained for the energy relative to the best compared isomer or geometry (same formula, charge and spin) is 36.5 kJ/mol. As for the expectation value of S²: 0.7618. Its net charge is -1. As for the HOMO-LUMO gap (alpha / beta): 0.2449 / 0.2653 Eh. The strongest force on any atom is 0.018 Eh/bohr. As for the molar mass: 589.85 g mol⁻¹.

Structure (XYZ):
```
39
Properties=species:S:1:pos:R:3:lowdin_charge:R:1
Hg -0.856 0.328 0.557 0.71
Cl 2.171 3.019 4.424 0.53
C 2.891 2.435 2.902 -1.02
Cl 4.396 1.560 3.248 0.53
C 1.854 1.554 2.103 -0.84
O 1.588 0.439 2.571 -0.13
O 1.436 2.137 1.085 -0.12
H 3.145 3.306 2.311 0.04
C 1.172 -2.398 1.702 -0.07
O -0.106 -3.022 1.935 -0.09
C -1.177 -2.395 1.486 -0.45
O -2.286 -2.805 1.567 0.04
H 1.904 -3.061 2.155 0.08
H 1.220 -1.409 2.156 0.03
H 1.363 -2.309 0.632 0.08
O 0.806 -0.616 -2.659 -0.53
S -0.242 0.425 -2.661 0.82
C -0.459 0.906 -4.414 -0.36
C 0.628 0.926 -5.271 -0.07
C 0.439 1.268 -6.600 -0.08
C -0.834 1.570 -7.069 -0.10
C -1.920 1.531 -6.207 -0.09
C -1.734 1.189 -4.874 -0.09
C 0.562 1.982 -2.226 -0.43
C -0.224 3.090 -1.953 -0.11
C 0.390 4.283 -1.610 -0.08
C 1.775 4.348 -1.538 -0.09
C 2.547 3.225 -1.791 -0.08
C 1.938 2.028 -2.135 -0.08
H 1.607 0.664 -4.888 0.11
H 1.283 1.297 -7.278 0.10
H -0.980 1.817 -8.113 0.10
H -2.911 1.754 -6.581 0.10
H -2.574 1.137 -4.191 0.11
H -1.304 3.002 -2.002 0.11
H -0.208 5.155 -1.379 0.10
H 2.253 5.280 -1.261 0.10
H 3.623 3.280 -1.697 0.10
H 2.508 1.122 -2.304 0.11
```